Entry 1:
DFT (wB97M-V/def2-TZVPD) results for a 8-piece molecular cluster, C20H60N6O11 overall in a non-equilibrium geometry.

Geometry as XYZ:
```
97
Properties=species:S:1:pos:R:3:mulliken_spin:R:1
N -24.46 21.80 8.28 2.3001
H -23.48 21.55 8.26 -0.6482
H -24.78 22.03 9.21 -0.0140
H -25.05 21.03 7.99 -0.1125
H -24.75 22.54 7.66 -0.5984
N -22.96 22.79 11.76 -0.3388
O -21.80 22.53 11.55 0.0404
O -23.25 23.46 12.73 0.0102
O -23.80 22.36 10.96 -0.2258
C -19.28 20.67 12.62 -0.0061
C -18.95 20.74 11.05 0.0408
O -20.09 20.79 10.28 -0.0951
O -19.70 21.95 13.15 -0.0007
H -18.42 20.29 13.17 -0.0005
H -20.10 19.96 12.79 0.0031
H -18.54 19.79 10.72 0.0012
H -18.19 21.49 10.81 0.0052
H -20.67 21.30 10.85 0.0218
H -20.42 22.29 12.61 -0.0048
C -24.41 25.85 11.29 0.0135
C -24.17 26.64 12.50 0.0067
O -23.06 27.41 12.40 0.0001
O -24.79 26.70 10.24 -0.0346
H -25.27 25.20 11.44 -0.0037
H -23.47 25.31 11.11 0.0071
H -24.09 25.90 13.29 -0.0007
H -25.00 27.32 12.71 0.0011
H -22.44 26.86 12.89 -0.0001
H -24.02 27.20 9.97 0.0177
C -20.50 28.25 9.52 0.0088
C -21.30 27.49 8.38 -0.0581
C -21.35 25.95 8.70 0.0350
O -19.97 25.41 8.62 -0.1126
C -19.86 23.99 8.96 -0.0962
N -22.65 27.91 8.36 -0.0048
H -20.35 29.30 9.29 -0.0031
H -19.52 27.76 9.63 -0.0010
H -21.08 28.08 10.42 0.0004
H -20.87 27.76 7.42 -0.0008
H -21.91 25.28 8.05 0.1949
H -21.77 25.84 9.70 0.0414
H -18.85 23.73 8.65 0.0146
H -20.59 23.35 8.46 0.0713
H -19.97 23.87 10.04 0.0373
H -23.16 27.48 7.60 -0.0287
H -22.68 28.90 8.13 0.0055
C -28.29 18.53 8.01 -0.1172
C -27.49 19.79 7.76 0.6301
C -27.99 20.80 8.85 0.1333
O -27.06 21.94 9.06 -0.6666
C -27.27 22.54 10.27 0.2981
N -26.10 19.53 7.93 0.5431
H -28.10 17.76 7.25 -0.0626
H -29.33 18.81 7.88 -0.0284
H -28.08 18.12 9.00 0.0011
H -27.61 20.30 6.81 0.2589
H -28.16 20.30 9.81 0.0699
H -29.00 21.12 8.61 -0.1267
H -26.86 23.55 10.24 -0.0377
H -26.66 22.17 11.10 0.0486
H -28.32 22.70 10.52 0.0509
H -25.89 18.68 7.42 -0.3511
H -25.98 19.29 8.91 -0.1249
C -20.08 25.70 12.74 0.0030
C -20.42 25.51 14.21 0.0000
C -19.77 26.63 15.11 0.0000
O -18.39 26.40 15.09 0.0001
C -17.69 27.36 15.78 0.0000
N -21.85 25.57 14.26 -0.0025
H -20.78 25.24 12.04 -0.0086
H -19.07 25.31 12.63 0.0000
H -19.97 26.74 12.43 0.0012
H -20.20 24.50 14.55 -0.0007
H -20.27 26.38 16.05 0.0001
H -19.86 27.67 14.79 -0.0001
H -17.75 28.37 15.37 0.0000
H -16.62 27.19 15.72 0.0000
H -18.01 27.39 16.82 0.0000
H -22.22 24.76 13.79 -0.0030
H -22.21 25.39 15.19 0.0006
C -23.16 19.00 12.85 -0.0045
C -24.28 19.45 13.76 0.0158
C -23.85 20.31 15.03 -0.0082
O -24.89 21.06 15.65 -0.0001
C -25.77 20.29 16.44 0.0010
N -25.23 20.28 12.97 -0.0173
H -23.60 18.24 12.22 -0.0095
H -22.32 18.60 13.43 0.0002
H -22.81 19.83 12.24 0.0167
H -24.86 18.56 13.99 -0.0070
H -23.23 21.07 14.56 0.0076
H -23.24 19.74 15.73 -0.0029
H -25.15 19.73 17.14 0.0000
H -26.47 19.68 15.87 -0.0006
H -26.29 21.11 16.92 0.0003
H -25.83 20.67 13.68 0.0008
H -24.91 21.18 12.65 0.0100
```

The spin multiplicity is 2. The highest occupied orbital energy (spin up / spin down) is 0.00 / -6.52 eV. Its HOMO-LUMO gap (spin up / spin down) is 0.0954 / 0.3342 Eh. The value obtained for the total energy is -53167.852 eV. The net charge is -1. As for the expectation value of S²: 0.75.



Entry 2:
DFT (wB97M-V/def2-TZVPD) results for a 2-piece molecular cluster, C4H8O3 overall in a non-equilibrium geometry.

Geometry as XYZ:
```
15
Properties=species:S:1:pos:R:3:mulliken_spin:R:1
C 0.90 0.30 1.43 0.1798
C 0.94 -0.69 0.23 0.0038
C -0.17 -0.35 -0.75 -0.0020
O -0.31 0.79 -1.12 0.0314
C -0.01 -0.39 2.57 0.0116
O -0.33 0.13 3.58 0.6488
H 0.21 1.12 1.13 0.0048
H 1.90 0.51 1.62 -0.0016
H 0.81 -1.79 0.45 -0.0025
H 1.86 -0.61 -0.35 0.0077
H -0.68 -1.21 -1.17 0.0015
H -0.18 -1.53 2.38 0.1165
H -1.56 0.83 -4.25 0.0000
H -0.52 0.32 -5.29 0.0000
O -0.83 0.21 -4.38 0.0003
```

The spin multiplicity is 2. The highest occupied orbital energy (spin up / spin down) is -13.76 / -13.75 eV. The value obtained for the energy relative to the best compared isomer or geometry (same formula, charge and spin) is 179.0 kJ/mol. Its HOMO-LUMO gap (spin up / spin down) is 0.2717 / 0.1342 Eh. The value obtained for the total energy is -10408.502 eV. The net charge is +1. As for the expectation value of S²: 0.76.



Entry 3:
DFT (wB97M-V/def2-TZVPD) results for CH3FIN as an isolated structure in a non-equilibrium geometry.

Geometry as XYZ:
```
7
Properties=species:S:1:pos:R:3:nbo_charge:R:1
C 0.30 -0.24 0.60 0.1005
N -0.56 -0.64 -0.29 -0.6721
F -0.22 2.10 -0.30 -0.8783
I 2.20 -0.39 -0.02 0.3297
H -0.06 0.19 1.48 0.2438
H -0.16 -0.88 -1.19 0.4138
H -1.50 -0.15 -0.28 0.4627
```

The highest occupied orbital energy (spin up / spin down) is -8.68 / -8.68 eV. The value obtained for the energy relative to the best compared isomer or geometry (same formula, charge and spin) is 232.2 kJ/mol. Its HOMO-LUMO gap (spin up / spin down) is 0.2806 / 0.2806 Eh. The value obtained for the total energy is -13390.987 eV. The net charge is 0.



Entry 4:
DFT (wB97M-V/def2-TZVPD) results for C27H40I2NPS2Si3Zn as an isolated structure.

Geometry as XYZ:
```
77
Properties=species:S:1:pos:R:3:mulliken_charge:R:1
Zn 1.34 0.24 0.23 -0.1675
C 2.96 -3.96 -1.41 -1.1209
Si 1.90 -2.90 -0.26 0.4214
C 2.84 -2.58 1.34 -1.0525
C 0.45 -3.99 0.23 -1.0345
C 1.53 -1.25 -1.08 0.8795
Si -0.06 -0.96 -2.07 0.6542
C -1.38 -2.27 -1.90 -1.0616
C 0.22 -0.76 -3.92 -1.3898
C -0.86 0.69 -1.59 -0.3391
Si 3.03 -0.60 -1.95 -0.3185
C 4.65 -0.69 -1.01 -1.0164
C 3.41 -1.25 -3.68 -1.2292
C 2.74 1.31 -2.01 0.4897
C 3.25 2.18 -2.97 -0.6827
C 3.03 3.55 -2.85 -0.4574
C 2.30 4.03 -1.77 -0.9360
C 1.82 3.12 -0.85 -0.4114
N 2.04 1.81 -0.97 0.5388
H 3.17 -4.92 -0.93 0.4128
H 3.91 -3.51 -1.69 0.2744
H 2.40 -4.18 -2.33 0.3151
H 2.17 -2.12 2.07 0.1975
H 3.70 -1.92 1.21 0.3022
H 3.20 -3.51 1.78 0.4288
H 0.83 -4.74 0.93 0.3949
H 0.03 -4.52 -0.62 0.3313
H -0.35 -3.44 0.73 0.1872
H -1.03 -3.26 -2.21 0.2996
H -2.21 -1.99 -2.55 0.3504
H -1.77 -2.35 -0.88 0.2152
H 1.00 -0.03 -4.18 0.3243
H -0.72 -0.41 -4.35 0.3615
H 0.47 -1.71 -4.42 0.3175
H -1.04 0.80 -0.51 -0.3143
H -1.85 0.72 -2.04 0.3501
H -0.31 1.55 -1.96 0.4302
H 4.98 -1.72 -0.87 0.3457
H 4.61 -0.22 -0.03 -0.0411
H 5.42 -0.18 -1.60 0.3337
H 4.39 -1.74 -3.67 0.4600
H 3.45 -0.45 -4.43 0.4187
H 2.67 -1.97 -4.01 0.2871
H 3.81 1.79 -3.80 0.4280
H 3.42 4.23 -3.59 0.4463
H 2.10 5.08 -1.65 0.4469
H 1.23 3.43 0.00 0.4418
I 4.02 1.78 2.11 0.0908
C 2.19 2.57 2.83 -1.1238
I 0.55 1.13 2.57 0.3890
H 1.99 3.49 2.31 0.4551
H 2.31 2.75 3.90 0.5147
S -4.24 -2.19 1.26 -0.4671
P -3.15 -0.70 1.90 1.0359
S -1.14 -1.07 1.93 -0.6916
C -3.42 0.81 0.91 0.0056
C -2.95 2.04 1.36 -0.3426
C -3.11 3.18 0.59 -0.7714
C -3.76 3.10 -0.64 -0.4482
C -4.25 1.88 -1.08 -0.5569
C -4.08 0.74 -0.31 -0.3731
C -3.64 -0.14 3.56 0.0677
C -4.97 0.24 3.75 -0.5969
C -5.39 0.70 4.99 -0.6630
C -4.49 0.78 6.05 -0.4084
C -3.18 0.40 5.87 -0.6830
C -2.75 -0.06 4.63 -0.0783
H -2.46 2.11 2.33 0.5058
H -2.74 4.13 0.94 0.4473
H -3.89 3.99 -1.24 0.4041
H -4.77 1.81 -2.03 0.4280
H -4.46 -0.22 -0.64 0.3501
H -5.67 0.16 2.93 0.3600
H -6.43 0.99 5.13 0.3874
H -4.83 1.14 7.01 0.3704
H -2.48 0.45 6.69 0.3988
H -1.72 -0.38 4.48 0.4817
```

The highest occupied orbital energy is -7.46 eV. The value obtained for the energy relative to the best compared isomer or geometry (same formula, charge and spin) is 187.0 kJ/mol. Its HOMO-LUMO gap is 0.2532 Eh. The value obtained for the total energy is -149354.952 eV. The net charge is 0.



Entry 5:
DFT (wB97M-V/def2-TZVPD) results for an isolated ion of composition C12H13N2 and charge +1 in a non-equilibrium geometry.

Geometry as XYZ:
```
27
Properties=species:S:1:pos:R:3:mulliken_spin:R:1
C 1.90 0.18 2.00 0.2794
C 1.61 1.60 1.88 0.2793
C 1.68 -0.65 0.97 0.5106
C 1.32 2.12 0.70 0.4852
C 1.00 -0.17 -0.29 0.0247
C 1.48 1.20 -0.50 0.1241
C -2.31 -1.36 1.22 0.0211
C -1.01 -0.90 1.13 0.0006
C -3.09 -1.37 0.00 -0.0042
C -2.50 -0.92 -1.16 0.0149
C -0.43 -0.56 -0.07 -0.0063
C -0.65 -0.05 -2.38 0.0006
N -1.21 -0.58 -1.19 -0.0005
N 2.19 1.53 -1.50 0.2128
H 2.47 -0.16 2.95 0.0137
H 1.76 2.22 2.84 0.0083
H 2.00 -1.63 0.94 0.0202
H 1.21 3.22 0.69 0.0014
H 1.54 -0.71 -0.98 0.0103
H -2.76 -1.70 2.17 0.0009
H -0.36 -1.05 2.02 0.0012
H -4.07 -1.89 0.06 -0.0009
H -3.01 -0.86 -2.13 0.0024
H -0.05 0.89 -2.10 0.0086
H 0.06 -0.73 -2.67 0.0011
H -1.48 -0.03 -3.13 -0.0004
H 2.69 2.36 -1.44 -0.0090
```

The spin multiplicity is 3. The highest occupied orbital energy (spin up / spin down) is -9.32 / -13.12 eV. The value obtained for the energy relative to the best compared isomer or geometry (same formula, charge and spin) is 160.3 kJ/mol. Its HOMO-LUMO gap (spin up / spin down) is 0.1836 / 0.2598 Eh. The value obtained for the total energy is -15622.954 eV. The net charge is +1. As for the expectation value of S²: 2.01.



Entry 6:
DFT (wB97M-V/def2-TZVPD) results for a 3-piece molecular cluster, C3H10O3S overall in a non-equilibrium geometry.

Geometry as XYZ:
```
17
Properties=species:S:1:pos:R:3:nbo_charge:R:1
O -1.50 -0.69 -1.99 -0.5515
C -0.64 -1.00 -1.19 0.4567
C -0.66 -0.38 0.18 -0.5509
C 0.27 0.85 0.13 -0.5255
S 1.13 1.17 1.70 -0.0423
H 0.15 -1.69 -1.48 0.1253
H -0.43 -1.05 1.01 0.2475
H -1.66 -0.01 0.42 0.2452
H 1.04 0.74 -0.64 0.2130
H -0.30 1.74 -0.11 0.2718
H 2.43 0.96 1.44 0.1216
H -2.26 1.02 -1.47 0.4896
H -2.68 2.45 -1.68 0.4710
O -2.26 1.90 -1.02 -0.9714
H 3.07 -2.31 1.89 0.4643
H 2.15 -1.66 0.97 0.4550
O 2.14 -2.05 1.84 -0.9194
```

The highest occupied orbital energy is -8.97 eV. The value obtained for the energy relative to the best compared isomer or geometry (same formula, charge and spin) is 65.8 kJ/mol. Its HOMO-LUMO gap is 0.3454 Eh. The value obtained for the total energy is -20250.084 eV. Its SMILES is O=CCCS.O.O. The net charge is 0.



Entry 7:
DFT (wB97M-V/def2-TZVPD) results for a 2-piece molecular cluster, C3H9NO overall in a non-equilibrium geometry.

Geometry as XYZ:
```
14
Properties=species:S:1:pos:R:3:nbo_charge:R:1
C -0.05 -1.45 -0.58 0.0001
C -0.09 -0.22 -1.44 -0.6863
O 1.22 -1.92 -0.27 -0.7086
H 1.74 -1.19 0.07 0.4606
H -0.58 -2.30 -1.02 0.1860
H -0.61 -1.06 0.50 0.0796
H 0.89 0.00 -1.86 0.2117
H -0.85 -0.30 -2.21 0.2196
H -0.39 0.63 -0.77 0.2470
C -0.05 1.91 1.58 -0.0452
N -0.98 1.26 1.05 -0.6061
H -1.01 0.11 1.31 0.3375
H 0.18 2.90 1.19 0.1595
H 0.58 1.62 2.44 0.1446
```

The highest occupied orbital energy is -9.53 eV. The value obtained for the energy relative to the best compared isomer or geometry (same formula, charge and spin) is 297.8 kJ/mol. Its HOMO-LUMO gap is 0.3803 Eh. The value obtained for the total energy is -6791.969 eV. Its SMILES is C=N.CCO. The net charge is 0.



Entry 8:
DFT (wB97M-V/def2-TZVPD) results for C3H4I2O as an isolated structure in a non-equilibrium geometry.

Geometry as XYZ:
```
10
Properties=species:S:1:pos:R:3:nbo_charge:R:1
C -0.89 0.38 -0.03 -0.1081
C 0.39 -0.49 0.07 -0.2677
C 1.68 -0.14 -0.03 -0.3963
O -2.04 -0.41 0.25 -0.7491
I 2.12 1.86 -0.47 0.1808
I 3.20 -1.55 0.10 0.2201
H -0.93 1.10 -0.89 0.2028
H -0.94 1.17 0.85 0.1958
H 0.16 -1.41 0.52 0.2310
H -2.76 -0.53 -0.37 0.4908
```

The highest occupied orbital energy is -9.00 eV. The value obtained for the energy relative to the best compared isomer or geometry (same formula, charge and spin) is 127.4 kJ/mol. Its HOMO-LUMO gap is 0.3289 Eh. The value obtained for the total energy is -21422.829 eV. The net charge is 0.